ORCA calculation (wB97M-V/def2-TZVPD) on a molecular structure, C34H60N2O2SiYb at a distorted geometry.

```
100
Properties=species:S:1:pos:R:3:lowdin_charge:R:1
H 1.678 4.051 3.273 -0.048
C -0.335 -0.824 -3.765 -0.136
H 2.405 3.711 1.160 -0.007
O 1.179 -2.226 -1.591 -0.174
H -3.296 -2.918 1.427 0.082
H -3.490 4.034 2.650 0.086
H 4.232 -3.516 -0.646 0.100
C 0.892 -1.931 2.998 -0.212
C -1.419 -2.588 2.398 -0.213
C 0.069 -4.428 -1.931 -0.041
C 0.366 -3.286 -0.991 -0.215
H -2.867 -1.208 1.510 0.058
C -0.900 4.599 1.159 -0.035
C 2.092 -2.578 -5.827 -0.050
Yb 0.458 1.291 2.126 1.533
H 2.201 -0.296 2.311 0.054
H 2.543 2.544 3.719 -0.052
C -3.821 2.994 2.644 -0.003
H -0.735 -0.777 -4.774 0.135
H -1.613 4.940 1.927 0.082
C -1.663 -0.474 5.268 -0.004
H 2.808 -4.511 -0.973 0.084
H -2.347 -0.869 -3.018 0.098
H -1.717 -4.656 1.966 0.116
H -0.442 5.501 0.731 0.084
H 3.610 4.223 -0.072 0.032
H 1.191 -2.800 -6.410 0.090
C 1.123 1.362 0.140 -0.446
C -2.139 2.550 0.294 -0.227
H -2.946 1.706 4.665 0.101
C 2.643 -2.321 -1.302 -0.158
H 2.889 -1.427 -0.709 0.103
H 1.734 3.516 -3.090 0.034
C 1.395 2.601 -2.612 -0.173
H -0.589 -5.142 -1.416 0.100
C -2.882 1.910 -0.738 -0.217
H -3.371 1.921 -2.829 0.106
H 2.324 -3.491 -5.259 0.089
C -1.621 0.225 3.943 -0.381
H -0.660 -0.815 5.577 0.093
H -4.234 0.749 0.486 0.078
H 4.260 1.898 -2.266 0.037
C -2.820 -2.162 2.061 -0.027
H 0.034 0.163 -3.437 0.122
C -2.127 3.614 -2.296 -0.096
H -1.118 -1.207 -1.779 0.076
C -0.483 -1.631 2.838 -0.222
H 1.535 -0.074 3.989 0.075
H 0.192 1.217 -0.473 0.005
H -2.340 -1.337 5.184 0.095
H -0.999 5.257 -1.420 0.117
H 2.335 -3.511 3.049 0.117
H -4.340 2.814 3.586 0.081
H 1.618 1.763 -3.294 0.013
H -4.448 0.577 -1.265 0.085
H 0.300 2.653 -2.530 0.004
C -1.382 -1.369 -2.839 -0.047
C -2.391 1.379 3.797 -0.046
C 3.139 -3.552 -0.569 -0.059
Si 2.231 2.371 -0.944 0.405
H 2.778 -1.073 -4.425 0.129
C 2.574 3.900 0.085 -0.173
H 1.080 -2.162 -2.915 0.080
H -4.547 2.844 1.842 0.092
H 1.597 0.361 -0.018 -0.028
C -2.840 2.436 -2.031 -0.059
H -2.053 0.231 6.011 0.087
H 2.927 -2.341 -6.506 0.101
C -2.658 2.054 2.592 -0.343
H 3.147 -2.242 -2.280 0.120
N -1.894 1.916 1.525 0.022
H -3.456 -2.034 2.953 0.092
C -1.557 3.821 0.054 -0.212
H 1.448 -0.535 -5.432 0.125
H 2.917 -3.526 0.502 0.069
H 3.406 0.389 -1.846 0.003
H 1.876 4.682 -0.251 0.028
H 2.817 -1.239 3.659 0.104
H -0.098 4.036 1.673 0.031
C -0.991 -3.902 2.268 -0.050
H -0.559 -2.822 -0.621 0.116
C 1.284 -3.260 2.860 -0.067
O 0.817 -1.751 -3.890 -0.107
N -0.916 -0.313 2.956 -0.084
C 1.850 -1.400 -4.920 -0.152
H 0.933 -3.628 -0.126 0.086
H 0.659 -5.282 2.435 0.108
C -3.699 0.687 -0.470 -0.047
H 0.974 -4.973 -2.204 0.080
C 1.554 2.994 3.524 -0.316
H -1.560 -2.433 -3.062 0.086
C 0.348 -4.239 2.511 -0.091
C 3.746 1.371 -1.446 -0.190
H -0.462 -4.123 -2.834 0.065
H 4.472 1.173 -0.645 0.035
H -2.065 4.003 -3.309 0.105
H -3.102 -0.235 -0.469 0.058
H 0.945 2.912 4.435 -0.057
C 1.888 -0.821 3.247 -0.069
C -1.521 4.314 -1.248 -0.057
```

Computed properties:
Kohn-Sham gap (spin up / spin down): 7.85 / 7.83 eV
charge: +1
spin multiplicity: 2
energy above the lowest of the compared OMol25 structures with the same formula, charge and spin: 44.9 kcal/mol